Below is one molecule with the formula C23H30N4O3S in a non-equilibrium geometry, with properties calculated with ωB97M-V/def2-TZVPD.

## Properties
LUMO energy, eV: 0.45
Total charge: 0
E_HOMO, eV: -8.713
Relative energy (zero: lowest compared OMol25 entry of this formula, charge and spin), kJ/mol: 29.0
Frontier orbital gap, eV: 9.158
SMILES: Cc1cc(C)cc(N(CC(=O)NC2CCCC2)C(=O)CCC(=O)Nc2nc(C)cs2)c1

Atoms and positions in Å:
C  1.00859  2.45474  -3.25643
C  0.39322  2.27309  -1.90225
C  0.35239  3.31315  -0.98390
C  -0.21564  3.15199  0.27218
C  -0.27562  4.28424  1.24999
C  -0.73442  1.91123  0.61962
C  -0.68433  0.85903  -0.28034
N  -1.21850  -0.41087  0.07606
C  -2.53401  -0.72206  -0.46373
C  -3.63407  -0.18936  0.46959
O  -4.31565  0.77639  0.19247
N  -3.72338  -0.89583  1.60499
C  -4.59250  -0.54322  2.70492
C  -3.76760  -0.13651  3.94798
C  -4.17645  -1.10236  5.06395
C  -4.64559  -2.34679  4.31617
C  -5.42762  -1.75601  3.14688
C  -0.65296  -1.24411  0.97707
O  -1.23430  -2.24419  1.37405
C  0.74869  -0.89363  1.43317
C  1.75714  -1.05223  0.29518
C  3.11594  -0.55978  0.70110
O  3.45732  -0.29369  1.82747
N  4.03334  -0.39987  -0.32549
C  3.87848  -0.53056  -1.67396
N  2.82408  -0.90386  -2.30544
C  3.00585  -0.91618  -3.65782
C  1.87694  -1.32709  -4.53710
C  4.24329  -0.53698  -4.06677
S  5.24924  -0.14205  -2.71849
C  -0.14058  1.04285  -1.54403
H  1.37004  3.47097  -3.38806
H  1.84550  1.76884  -3.38461
H  0.27952  2.24209  -4.03717
H  0.76457  4.27415  -1.25693
H  0.31716  4.05147  2.13405
H  0.10413  5.20231  0.80976
H  -1.30266  4.44808  1.57166
H  -1.18898  1.76536  1.58872
H  -2.63541  -0.24407  -1.43881
H  -2.62115  -1.80752  -0.55907
H  -3.06946  -1.65881  1.75125
H  -5.21971  0.27406  2.34079
H  -2.70624  -0.25335  3.72202
H  -3.93966  0.90243  4.22383
H  -5.00601  -0.68498  5.63685
H  -3.35622  -1.30816  5.74969
H  -3.78551  -2.90812  3.94830
H  -5.25127  -3.00634  4.93557
H  -6.40808  -1.42200  3.48754
H  -5.56859  -2.45948  2.32795
H  1.01185  -1.55791  2.25707
H  0.78085  0.13392  1.79729
H  1.44456  -0.49682  -0.58835
H  1.84434  -2.10041  -0.00026
H  4.94374  -0.07799  -0.01568
H  1.06411  -0.60629  -4.46395
H  2.20460  -1.38888  -5.57058
H  1.49696  -2.29506  -4.21718
H  4.62710  -0.46972  -5.06355
H  -0.12600  0.22021  -2.24445

Atoms 1-2, force components in eV/Å:
C 0.00 -0.03 0.00
C -0.06 -0.07 0.00


Below is a 3-piece molecular cluster, C4H15NO2 overall in a non-equilibrium geometry, with properties calculated with ωB97M-V/def2-TZVPD.

## Properties
LUMO energy (spin up / spin down), eV: 3.71 / 3.66
Expectation value of S²: 0.75
Total charge: -1
E_HOMO (spin up / spin down), eV: 0.709 / -6.215
Multiplicity: 2
Relative energy (zero: lowest compared OMol25 entry of this formula, charge and spin), kJ/mol: 0.0
Frontier orbital gap (spin up / spin down), eV: 3.002 / 9.871

Atoms and positions in Å:
C  0.46106  -1.66560  2.34300
C  0.46654  -0.55284  1.27401
C  1.08280  -1.02417  -0.03923
C  1.59633  0.14548  -0.92693
N  1.22408  0.04522  -2.36108
H  0.20821  -1.23230  3.31729
H  1.41628  -2.16729  2.38652
H  -0.34931  -2.39008  2.18164
H  -0.54769  -0.18722  1.15117
H  1.13440  0.19825  1.68640
H  1.96671  -1.64272  0.17767
H  0.40452  -1.67375  -0.58520
H  2.67124  0.15906  -0.92440
H  1.17053  1.05867  -0.51396
H  0.32392  0.51258  -2.43893
H  1.03273  -0.93825  -2.52636
H  -0.83523  2.54927  -2.05654
H  -1.86454  1.91754  -1.13787
O  -1.34225  1.72723  -1.94816
H  -4.10720  2.08071  0.11718
H  -2.97173  1.10558  0.62624
O  -3.14139  1.97464  0.19755

Atoms 1-2, force components in eV/Å:
C -1.18 0.43 -0.03
C 0.69 -1.24 0.54


Below is one molecule with the formula C18H24N2O2 in a non-equilibrium geometry, with properties calculated with ωB97M-V/def2-TZVPD.

## Properties
LUMO energy, eV: -0.32
Total charge: 0
E_HOMO, eV: -7.130
Relative energy (zero: lowest compared OMol25 entry of this formula, charge and spin), kJ/mol: 270.9
Frontier orbital gap, eV: 6.808
SMILES: CCCCCCN1C=CC(=C/C=C(\C#N)C(=O)OCC)C=C1

Atoms and positions in Å:
C  -1.35889  -4.07552  -5.58936
C  -2.14745  -2.92558  -4.97422
C  -1.55432  -2.49585  -3.63368
C  -2.38844  -1.44030  -2.90520
C  -2.45847  -0.08056  -3.60234
C  -1.12425  0.67737  -3.61111
N  -0.69656  1.02781  -2.27752
C  0.19736  0.26040  -1.59263
C  0.53927  0.51489  -0.31121
C  -0.03414  1.61441  0.40906
C  0.25440  1.94226  1.71889
C  1.14277  1.26024  2.55387
C  1.42105  1.60247  3.85639
C  0.82141  2.70086  4.48831
N  0.31693  3.60615  4.98681
C  2.37825  0.79634  4.61702
O  2.95669  -0.17788  4.18337
O  2.54941  1.26109  5.86635
C  3.46533  0.54378  6.68547
C  3.55984  1.24958  8.02490
C  -0.96688  2.39346  -0.35359
C  -1.26713  2.08598  -1.63267
H  -1.79351  -4.37116  -6.54109
H  -0.32523  -3.78250  -5.76141
H  -1.36309  -4.93882  -4.92773
H  -2.14782  -2.08490  -5.67074
H  -3.18398  -3.23581  -4.82539
H  -0.53590  -2.13583  -3.79327
H  -1.48571  -3.37428  -2.98793
H  -3.40681  -1.81991  -2.79871
H  -1.98807  -1.30273  -1.89753
H  -2.78871  -0.20722  -4.63325
H  -3.20171  0.53463  -3.08988
H  -0.34857  0.06987  -4.08011
H  -1.23682  1.59596  -4.19505
H  0.62835  -0.56371  -2.14045
H  1.25840  -0.12435  0.17198
H  -0.24944  2.80320  2.13899
H  1.67334  0.39146  2.18683
H  3.10743  -0.48664  6.80151
H  4.43947  0.50701  6.18269
H  2.58143  1.28404  8.49629
H  4.25198  0.71828  8.67214
H  3.90986  2.26863  7.88430
H  -1.43439  3.24512  0.11423
H  -1.96668  2.66826  -2.21336

Atoms 1-2, force components in eV/Å:
C -0.19 0.17 -0.02
C 0.30 -0.10 0.12


Below is a 2-piece molecular cluster, C4H10NS2 overall in a non-equilibrium geometry, with properties calculated with ωB97M-V/def2-TZVPD.

## Properties
LUMO energy, eV: -4.57
Total charge: +1
E_HOMO, eV: -12.917
Relative energy (zero: lowest compared OMol25 entry of this formula, charge and spin), kJ/mol: 299.1
Frontier orbital gap, eV: 8.350

Atoms and positions in Å:
C  -0.94564  -0.02688  -0.73676
C  1.85294  0.72675  -0.28355
C  -2.02293  -1.02447  -0.65356
C  1.37178  -0.43630  0.26610
N  1.05757  -0.44960  1.57703
S  -1.27644  1.46649  -1.49360
S  -2.19750  -1.34563  1.15769
H  2.95893  0.91211  -0.34337
H  1.51254  1.64634  0.26845
H  1.48146  0.79918  -1.26851
H  -2.91207  -0.53970  -1.13061
H  -1.72489  -1.84365  -1.26824
H  1.54171  -1.33059  -0.31360
H  1.03342  0.46903  2.04307
H  0.30453  -1.08277  1.99550
H  -0.07343  2.09891  -1.29901
H  -1.96200  -0.03921  1.48298

Atoms 1-2, force components in eV/Å:
C 1.69 1.35 -0.48
C 2.34 5.22 -0.26


Below is a 2-piece molecular cluster, C4H11NO3 overall in a non-equilibrium geometry, with properties calculated with ωB97M-V/def2-TZVPD.

## Properties
LUMO energy, eV: 0.70
Total charge: 0
E_HOMO, eV: -9.131
Relative energy (zero: lowest compared OMol25 entry of this formula, charge and spin), kJ/mol: 391.9
Frontier orbital gap, eV: 9.834
SMILES: C[C@@H](C=O)NCO.O

Atoms and positions in Å:
C  0.74830  0.00798  -0.63221
C  -0.32369  1.07966  -0.27440
C  -0.38892  2.12891  -1.40313
O  0.50755  2.42315  -2.07355
N  -1.71239  0.47773  -0.39146
C  -2.35352  -0.22334  0.71661
O  -1.49317  -1.30974  1.44248
H  1.29094  -0.37693  0.27795
H  0.42298  -0.83411  -1.26353
H  1.58514  0.67656  -0.98586
H  -0.06732  1.54423  0.73072
H  -1.25536  2.90328  -1.39310
H  -2.06028  0.45057  -1.37175
H  -2.47368  0.42140  1.56606
H  -3.29504  -0.81032  0.52031
H  -1.20622  -2.00218  0.63587
O  4.03389  -1.98726  1.04935
H  3.32279  -2.50363  1.22212
H  4.71800  -2.06598  1.62753

Atoms 1-2, force components in eV/Å:
C 2.00 1.61 1.76
C -1.67 -2.25 -0.96


Below is C18H30BBr12Cl2O4 as an isolated structure in a non-equilibrium geometry, with properties calculated with ωB97M-V/def2-TZVPD.

## Properties
LUMO energy, eV: 1.68
Total charge: -1
E_HOMO, eV: -4.851
Frontier orbital gap, eV: 6.529

Atoms and positions in Å:
C  0.20167  0.20227  3.42539
C  -0.47672  -0.30934  2.11359
O  0.45369  -1.03180  1.32945
C  0.05024  -1.29705  0.00415
O  0.59170  -0.49467  -1.03040
B  -0.33889  0.61269  -1.23459
C  -0.70072  1.09091  -2.76407
C  0.33653  0.76202  -3.87616
C  -0.28140  1.32643  -5.24432
C  0.57276  -0.76523  -4.09229
C  0.13356  1.95490  -0.31712
Cl  -1.09730  3.01367  0.50186
C  1.42241  2.27815  -0.14261
C  2.59478  1.54018  -0.78106
Cl  1.90388  3.69239  0.85975
O  -1.66285  0.14010  -0.68702
C  -1.45189  -1.24427  -0.44108
C  -2.57221  -2.02023  0.28891
C  -2.21458  -3.52196  0.47782
C  -1.34120  -3.80496  1.72742
O  -1.52200  -4.04482  -0.67322
H  0.96082  -0.51164  3.78054
H  0.58778  1.22607  3.26636
H  -0.64081  0.30967  4.14887
H  -1.30801  -0.96668  2.45127
H  -0.91640  0.57655  1.62572
H  0.45523  -2.31203  -0.20734
H  -1.64024  0.55862  -3.04405
H  -0.96390  2.16463  -2.74046
H  1.26974  1.33618  -3.73629
H  -0.52659  0.52349  -5.96095
H  0.37162  2.11286  -5.66685
H  -1.24779  1.82486  -5.01309
H  1.56907  -1.01089  -3.66295
H  -0.16070  -1.38850  -3.55145
H  0.63560  -1.04769  -5.15976
H  2.63232  0.46739  -0.54281
H  2.59882  1.61230  -1.88491
H  3.54015  1.95609  -0.38574
H  -1.42345  -1.70511  -1.45771
H  -3.44553  -2.02331  -0.40077
H  -2.93108  -1.55723  1.22365
H  -3.13337  -4.13932  0.58760
H  -0.33183  -3.36481  1.68577
H  -1.84967  -3.53661  2.67480
H  -1.19703  -4.90933  1.77375
H  -1.81842  -4.95235  -0.81499
C  2.43640  -3.10487  5.65747
Br  4.09218  -2.28519  5.09430
Br  1.29199  -1.84545  6.56978
Br  1.52090  -3.95418  4.18482
H  2.68971  -3.88036  6.36870
C  -2.80068  4.95483  -3.92235
Br  -2.13385  4.26729  -2.24904
Br  -3.81603  3.62478  -4.89114
Br  -3.81213  6.58930  -3.68268
H  -1.94188  5.20267  -4.53351
C  7.01992  0.71942  -0.93855
Br  6.28320  1.96505  -2.21901
Br  7.74139  1.62638  0.60846
Br  5.74386  -0.64151  -0.44075
H  7.84583  0.21706  -1.42530
C  -3.52600  1.53956  5.54502
Br  -5.45506  1.59266  5.67310
Br  -2.80724  -0.09751  6.27866
Br  -2.91370  1.83316  3.74098
H  -3.14660  2.35433  6.14845

Atoms 1-2, force components in eV/Å:
C -0.98 0.14 -0.63
C -0.07 0.55 1.67